1.
Formula: C44H59BN12O3RbS3
Source: the OMol25 dataset
Level of theory: ωB97M-V/def2-TZVPD

ORCA input file:
```
! RIJCOSX wB97M-V def2-TZVPD def2/J DEFGRID3
* xyz -1 1
Rb -0.033 0.285 -0.478
C -2.154 -0.450 6.674
C -1.561 -1.799 6.248
C -2.143 -2.935 7.093
C -0.056 -1.735 6.481
N -1.951 -2.042 4.834
C -3.297 -1.989 4.478
C -3.380 -2.250 3.164
N -2.107 -2.465 2.691
B -1.707 -2.623 1.195
N -1.052 -4.008 1.007
C -1.107 -5.059 1.895
C -0.329 -6.047 1.422
N 0.223 -5.604 0.225
C -0.245 -4.341 -0.030
S 0.045 -3.355 -1.376
C 1.184 -6.374 -0.605
C 2.493 -5.592 -0.718
C 0.572 -6.652 -1.978
C 1.478 -7.710 0.075
N -2.993 -2.582 0.308
C -3.542 -3.684 -0.311
C -4.586 -3.277 -1.052
N -4.688 -1.901 -0.903
C -3.693 -1.481 -0.059
S -3.379 0.097 0.499
C -5.751 -1.067 -1.523
C -5.129 0.013 -2.409
C -6.627 -0.465 -0.424
C -6.623 -1.959 -2.405
C -1.218 -2.360 3.717
S 0.441 -2.684 3.557
H -1.851 -0.232 7.699
H -3.243 -0.439 6.639
H -1.780 0.343 6.025
H -1.895 -2.778 8.144
H -1.720 -3.889 6.776
H -3.229 -2.990 7.003
H 0.090 -1.492 7.537
H 0.415 -0.966 5.873
H 0.435 -2.676 6.258
H -4.072 -1.765 5.184
H -4.238 -2.268 2.518
H -0.952 -1.752 0.897
H -1.665 -5.000 2.812
H -0.104 -7.004 1.850
H 2.334 -4.630 -1.199
H 3.210 -6.169 -1.306
H 2.913 -5.424 0.276
H 0.347 -5.724 -2.497
H -0.349 -7.229 -1.868
H 1.276 -7.235 -2.576
H 1.927 -7.575 1.059
H 2.190 -8.253 -0.547
H 0.581 -8.325 0.170
H -3.123 -4.667 -0.195
H -5.236 -3.845 -1.687
H -4.480 0.663 -1.829
H -5.927 0.610 -2.855
H -4.550 -0.448 -3.210
H -6.040 0.174 0.232
H -7.082 -1.262 0.170
H -7.425 0.125 -0.878
H -6.043 -2.437 -3.195
H -7.376 -1.329 -2.877
H -7.143 -2.723 -1.825
O 4.312 2.989 -6.751
C 4.723 2.097 -5.987
O 5.805 1.482 -5.960
C 3.795 1.814 -4.777
C 2.584 2.469 -4.636
C 1.781 2.188 -3.537
N 2.122 1.304 -2.595
C 3.287 0.663 -2.731
C 4.140 0.890 -3.806
C 3.640 -0.346 -1.680
C 4.939 -0.842 -1.556
C 5.205 -1.796 -0.589
C 4.178 -2.235 0.232
C 2.922 -1.682 0.047
N 2.662 -0.759 -0.874
C 0.454 2.863 -3.392
C 0.201 4.093 -4.004
C -1.061 4.649 -3.905
C -2.044 3.975 -3.195
C -1.695 2.780 -2.589
N -0.485 2.237 -2.680
H 2.300 3.161 -5.417
H 5.073 0.362 -3.947
H 5.730 -0.484 -2.197
H 6.208 -2.189 -0.479
H 4.339 -2.982 0.998
H 2.082 -1.994 0.665
H 0.985 4.603 -4.544
H -1.275 5.599 -4.379
H -3.047 4.369 -3.097
H -2.419 2.225 -1.996
C 2.585 2.217 1.150
C 2.065 1.662 2.483
N 0.946 0.745 2.327
C -0.259 1.047 3.085
C -0.883 2.403 2.758
N -1.136 2.598 1.339
C -0.658 3.847 0.770
C 0.871 3.964 0.798
N 1.538 2.774 0.315
H 3.385 2.942 1.383
H 3.043 1.401 0.588
H 2.909 1.175 2.985
H 1.778 2.492 3.136
H 1.210 -0.210 2.546
H -0.989 0.267 2.858
H -0.087 1.024 4.178
H -1.805 2.486 3.348
H -0.234 3.206 3.118
H -2.106 2.438 1.111
H -0.991 3.881 -0.269
H -1.071 4.742 1.270
H 1.146 4.859 0.225
H 1.200 4.161 1.822
H 1.830 2.831 -0.650
O -1.081 -0.843 -3.340
C -1.983 -1.517 -3.327
*
```

The energy above the lowest of the compared OMol25 structures with the same formula, charge and spin is 5.0 kJ/mol.

=====

2.
Formula: C6H13NO4
Source: the OMol25 dataset
Level of theory: ωB97M-V/def2-TZVPD

ORCA input file:
```
! RIJCOSX wB97M-V def2-TZVPD def2/J DEFGRID3
* xyz 0 1
C -2.062 -0.058 -1.059
C -0.579 -0.099 -0.725
C 0.685 -1.204 1.143
C 1.870 -0.407 0.584
C 1.399 1.046 0.308
C -0.103 1.140 0.019
H -3.705 0.094 0.095
H -2.423 -0.935 -1.603
H -2.243 0.848 -1.666
H -0.069 -0.149 -1.674
H -1.177 -1.758 0.289
H 0.268 -0.656 1.980
H 1.052 -2.202 1.434
H 2.733 -0.401 1.234
H 1.534 -1.474 -0.924
H 1.575 1.709 1.176
H 2.440 0.793 -1.255
H -0.209 2.022 -0.672
H -1.691 1.052 1.162
N -0.284 -1.330 0.021
O -2.733 -0.002 0.225
O 2.317 -1.013 -0.628
O 2.180 1.579 -0.728
O -0.776 1.405 1.264
*
```

The energy above the lowest of the compared OMol25 structures with the same formula, charge and spin is 52.5 kJ/mol. Its structure (SMILES) is OC[C@@H]1NC[C@@H](O)[C@@H](O)[C@@H]1O.

=====

3.
Formula: C6H7NO2S2
Source: the OMol25 dataset
Level of theory: ωB97M-V/def2-TZVPD

ORCA input file:
```
! RIJCOSX wB97M-V def2-TZVPD def2/J DEFGRID3
* xyz 0 1
C 0.802 1.982 -1.004
C -0.245 2.290 -0.098
C 0.718 0.741 -1.547
C -1.146 1.256 0.047
C 0.410 -0.830 1.461
C -0.186 -1.736 0.291
N 0.582 -2.569 -0.422
O -0.431 -0.411 2.408
O 1.595 -0.648 1.382
S -0.718 -0.183 -1.039
S -2.553 1.090 1.007
H 1.283 2.850 -1.439
H -0.248 3.270 0.478
H 1.315 0.276 -2.269
H -1.189 -2.033 0.716
H -1.416 -0.041 2.072
H 1.403 -2.202 -0.999
H 0.024 -3.103 -1.044
*
```

The energy above the lowest of the compared OMol25 structures with the same formula, charge and spin is 176.1 kJ/mol.

=====

4.
Formula: C5H7NO2
Source: the OMol25 dataset
Level of theory: ωB97M-V/def2-TZVPD

ORCA input file:
```
! RIJCOSX wB97M-V def2-TZVPD def2/J DEFGRID3
* xyz 0 1
C -0.682 1.662 0.034
C 0.153 0.414 -0.310
C -0.756 -0.665 -0.300
C -0.087 -1.841 -0.107
C 1.367 -0.100 -0.006
H -0.220 2.673 0.061
H -0.981 1.568 1.240
H -1.537 2.149 -0.646
H -2.666 0.027 0.276
H -0.785 -2.839 0.219
H 2.140 -2.228 0.224
H 2.305 1.167 -0.272
N 1.324 -1.519 0.036
O -2.131 -0.788 -0.214
O 2.553 0.320 -0.235
*
```

The energy above the lowest of the compared OMol25 structures with the same formula, charge and spin is 442.9 kJ/mol. Its structure (SMILES) is Cc1c(O)c[nH]c1O.

=====

5.
Formula: C5H10NO
Source: the OMol25 dataset
Level of theory: ωB97M-V/def2-TZVPD

ORCA input file:
```
! RIJCOSX wB97M-V def2-TZVPD def2/J DEFGRID3
* xyz 1 1
C -0.224 1.700 -1.392
C 0.946 2.418 -0.970
C 0.201 -2.068 -0.103
C 0.307 -1.162 1.142
C -0.769 -0.174 1.240
N 0.130 1.516 -0.206
O -1.827 -0.062 0.526
H -1.126 1.523 -1.945
H 1.862 2.027 -1.344
H 1.019 3.591 -0.674
H 0.316 -1.512 -1.062
H -0.686 -2.662 -0.185
H 1.076 -2.623 -0.197
H 1.282 -0.689 1.324
H 0.247 -1.873 2.031
H -0.781 0.543 2.103
H -1.972 -0.492 -0.288
*
```

The energy above the lowest of the compared OMol25 structures with the same formula, charge and spin is 452.4 kJ/mol.

=====

Number 1: maximum force 0.86 eV Å⁻¹, LUMO 1.767 eV, total energy -104456.002 eV. Number 2: maximum force 1.65 eV Å⁻¹, LUMO 0.352 eV, total energy -16112.254 eV. Number 3: maximum force 4.25 eV Å⁻¹, LUMO -1.051 eV, total energy -33588.088 eV. Number 4: maximum force 6.40 eV Å⁻¹, LUMO 0.555 eV, total energy -10879.027 eV. Number 5: maximum force 4.25 eV Å⁻¹, LUMO -4.927 eV, total energy -8873.891 eV.